Record 1
A 10-piece molecular cluster, C12H44O10 overall in a non-equilibrium geometry. Source: the OMol25 dataset; level of theory: ωB97M-V/def2-TZVPD.

Results
E_tot ... -1235.929178 hartree
SMILES ... CCO.CCO.CCO.CCO.CCO.CCO.O.O.O.O
ΔE to the lowest compared entry with this formula, charge and spin ... 51.0 kcal/mol
Orbital gap ... 10.36 eV

The geometry in ORCA input format:
```
! wB97M-V def2-TZVPD RIJCOSX def2/J DEFGRID3
* xyz 0 1
C 0.327 -1.251 4.683
C 1.334 -0.552 5.569
O 1.649 0.710 4.929
H 0.544 -1.034 3.637
H -0.681 -0.943 4.946
H 0.407 -2.335 4.778
H 2.262 -1.111 5.712
H 0.912 -0.352 6.556
H 2.130 1.287 5.532
C -3.031 5.038 0.233
C -3.469 3.610 0.458
O -4.799 3.522 0.994
H -3.049 5.613 1.161
H -3.695 5.543 -0.472
H -2.006 5.061 -0.142
H -2.804 3.134 1.184
H -3.405 3.040 -0.471
H -5.382 3.193 0.306
C 1.647 -4.059 -0.031
C 1.904 -5.185 -1.025
O 1.777 -6.482 -0.480
H 0.598 -4.092 0.283
H 1.754 -3.120 -0.578
H 2.285 -4.151 0.843
H 2.900 -5.110 -1.467
H 1.232 -5.058 -1.894
H 0.913 -6.543 -0.062
C 1.424 -1.472 -3.637
C 1.303 -1.693 -5.129
O 0.253 -2.570 -5.490
H 2.370 -0.972 -3.415
H 1.428 -2.416 -3.079
H 0.599 -0.874 -3.248
H 2.264 -2.016 -5.549
H 1.078 -0.736 -5.604
H 0.337 -3.376 -4.972
C -2.897 -0.745 -4.576
C -2.517 -0.098 -3.273
O -3.505 0.805 -2.790
H -3.701 -1.471 -4.436
H -2.055 -1.305 -4.994
H -3.241 -0.017 -5.312
H -1.572 0.446 -3.400
H -2.376 -0.855 -2.504
H -3.518 1.585 -3.352
C -0.293 -0.165 -0.093
C 0.867 0.606 0.459
O 0.454 1.922 0.864
H 0.024 -1.051 -0.664
H -0.843 0.443 -0.812
H -0.948 -0.609 0.657
H 1.677 0.685 -0.266
H 1.323 0.086 1.313
H -0.336 1.725 1.387
O 3.564 -0.289 2.898
H 2.865 -0.148 3.547
H 3.575 0.536 2.392
O 3.315 2.237 1.530
H 2.380 2.131 1.322
H 3.642 2.923 0.942
O 1.517 4.798 0.881
H 1.599 5.219 1.741
H 1.278 3.884 1.074
O -1.213 1.413 3.088
H -1.877 1.207 3.751
H -0.499 1.853 3.564
*
```

=====

Record 2
C4H2O2 as an isolated structure in a non-equilibrium geometry. Source: the OMol25 dataset; level of theory: ωB97M-V/def2-TZVPD.

Results
E_tot ... -303.893008 hartree
ΔE to the lowest compared entry with this formula, charge and spin ... 73.3 kcal/mol
Orbital gap ... 10.37 eV

The geometry in ORCA input format:
```
! wB97M-V def2-TZVPD RIJCOSX def2/J DEFGRID3
* xyz 0 1
C 0.848 -1.515 0.192
C -0.271 -1.319 -0.295
C -0.551 0.615 -0.487
C 0.482 0.076 0.576
O -0.818 1.685 -0.895
O -1.091 -0.523 -1.007
H 0.153 0.228 1.625
H 1.249 0.752 0.292
*
```

=====

Record 3
The molecule C4H4Cl2O in a non-equilibrium geometry. Source: the OMol25 dataset; level of theory: ωB97M-V/def2-TZVPD.

Results
E_tot ... -1150.270785 hartree
ΔE to the lowest compared entry with this formula, charge and spin ... 91.1 kcal/mol
Orbital gap (spin up / spin down) ... 6.00 / 4.43 eV

The geometry in ORCA input format:
```
! wB97M-V def2-TZVPD RIJCOSX def2/J DEFGRID3
* xyz 0 1
C 2.129 -0.577 0.393
C -0.207 0.245 -0.029
C 1.263 -0.113 -0.580
C -0.980 -0.820 0.645
O 2.038 -0.700 1.586
Cl 3.783 -0.762 -0.397
Cl -1.579 -2.168 -0.145
H -0.003 1.019 0.583
H -0.906 0.418 -0.790
H 1.117 -0.301 -1.637
H -1.347 -0.752 1.614
*
```

=====

Record 4
A 2-piece molecular cluster, CCl4OS overall in a non-equilibrium geometry. Source: the OMol25 dataset; level of theory: ωB97M-V/def2-TZVPD.

Results
E_tot ... -2352.167494 hartree
ΔE to the lowest compared entry with this formula, charge and spin ... 75.2 kcal/mol
Orbital gap ... 7.72 eV

The geometry in ORCA input format:
```
! wB97M-V def2-TZVPD RIJCOSX def2/J DEFGRID3
* xyz 0 1
C 1.607 0.125 0.169
O -1.170 1.689 0.243
S -0.810 0.438 -0.304
Cl 1.839 -0.580 1.695
Cl 2.211 -0.724 -1.120
Cl -1.988 -0.003 -1.835
Cl -1.689 -0.944 1.153
*
```

=====

Record 5
A 6-piece molecular cluster, C62H56BrFNO28S overall. Source: the OMol25 dataset; level of theory: ωB97M-V/def2-TZVPD.

Results
E_tot ... -7629.816421 hartree
Orbital gap ... 4.91 eV

The geometry in ORCA input format:
```
! wB97M-V def2-TZVPD RIJCOSX def2/J DEFGRID3
* xyz -1 1
C 4.125 -4.126 -3.486
C 3.924 -3.304 -4.760
C 4.852 -2.109 -4.924
N 4.472 -0.881 -4.217
C 3.546 -0.884 -3.151
C 2.181 -0.831 -3.501
C 1.706 -0.790 -4.967
O 1.931 0.264 -5.561
O 1.114 -1.840 -5.329
C 1.225 -0.845 -2.492
C 1.598 -0.849 -1.143
C 2.949 -0.833 -0.794
C 3.313 -0.772 0.671
C 3.461 -2.092 1.390
O 4.098 -2.258 2.373
Br 2.534 -3.641 0.621
C 3.938 -0.870 -1.795
C 5.385 -0.854 -1.329
C 6.403 -1.666 -2.135
C 5.926 0.612 -1.175
C 5.002 1.742 -1.621
C 0.479 -0.854 -0.160
O 0.459 -0.205 0.867
C -0.685 -1.715 -0.550
C -1.389 -2.459 0.378
C -0.948 -2.395 1.817
C -1.465 -1.186 2.562
O -2.547 -0.687 2.422
C -2.472 -3.233 -0.105
S -3.310 -4.248 1.083
O -4.359 -5.026 0.526
O -3.520 -3.575 2.318
F -2.137 -5.272 1.352
C -2.833 -3.264 -1.474
C -3.948 -4.117 -2.031
C -5.401 -3.575 -1.854
C -6.178 -3.555 -3.191
C -5.487 -2.213 -1.166
C -2.071 -2.487 -2.383
C -2.281 -2.532 -3.872
C -3.332 -1.569 -4.453
C -1.038 -1.714 -1.891
C -0.225 -0.854 -2.805
O -0.741 -0.216 -3.685
H 5.171 -4.413 -3.370
H 3.543 -5.047 -3.567
H 3.766 -3.613 -2.593
H 4.160 -3.970 -5.596
H 2.880 -3.032 -4.895
H 5.864 -2.434 -4.652
H 4.895 -1.872 -5.991
H 5.258 -0.284 -4.028
H 4.272 -0.289 0.831
H 2.573 -0.190 1.215
H 5.428 -1.297 -0.339
H 6.070 -2.680 -2.344
H 7.310 -1.745 -1.531
H 6.706 -1.184 -3.059
H 6.144 0.783 -0.117
H 6.884 0.691 -1.689
H 4.785 1.722 -2.687
H 4.079 1.744 -1.046
H 5.498 2.694 -1.417
H 0.136 -2.321 1.861
H -1.237 -3.280 2.369
H -0.768 -0.752 3.299
H -3.903 -5.092 -1.561
H -3.783 -4.297 -3.079
H -5.923 -4.280 -1.210
H -5.624 -4.037 -3.995
H -6.399 -2.532 -3.494
H -7.121 -4.091 -3.092
H -5.175 -2.270 -0.124
H -6.527 -1.886 -1.169
H -4.891 -1.469 -1.694
H -2.553 -3.540 -4.166
H -1.335 -2.338 -4.376
H -4.213 -2.104 -4.801
H -2.887 -1.008 -5.271
H -3.681 -0.833 -3.730
C -0.375 2.091 6.510
C -0.439 2.113 7.845
C -1.522 1.410 8.621
O -1.468 1.486 9.838
C -2.546 0.697 7.889
C -2.495 0.672 6.547
C -1.396 1.366 5.775
O -1.457 1.257 4.568
O -3.377 0.049 5.786
O 0.443 2.760 8.603
H 0.403 2.595 5.954
H -3.325 0.203 8.452
H -3.098 0.178 4.853
H 0.171 2.613 9.530
C -1.550 -5.497 -5.887
C -0.319 -5.704 -6.381
C 0.542 -6.861 -5.928
O 1.633 -6.981 -6.454
C 0.023 -7.757 -4.912
C -1.203 -7.542 -4.417
C -2.070 -6.399 -4.887
O -3.170 -6.299 -4.367
O -1.767 -8.294 -3.482
O 0.238 -4.934 -7.294
H -2.169 -4.669 -6.203
H 0.650 -8.573 -4.583
H -2.646 -7.900 -3.317
H 1.133 -5.289 -7.454
C -4.841 4.235 -6.122
C -5.037 2.911 -6.050
C -5.266 2.196 -4.737
O -5.465 0.998 -4.813
C -5.242 2.967 -3.511
C -5.044 4.290 -3.586
C -4.843 5.008 -4.901
O -4.694 6.217 -4.848
O -5.011 5.096 -2.537
O -5.055 2.114 -7.104
H -4.680 4.753 -7.056
H -5.389 2.448 -2.574
H -4.858 5.992 -2.898
H -5.203 1.212 -6.754
C 1.013 7.253 3.001
C 1.456 6.147 3.616
C 0.578 5.347 4.547
O 1.069 4.353 5.052
C -0.774 5.796 4.796
C -1.216 6.901 4.181
C -0.346 7.693 3.235
O -0.851 8.674 2.720
O -2.433 7.396 4.339
O 2.678 5.664 3.472
H 1.629 7.834 2.330
H -1.388 5.218 5.474
H -2.479 8.189 3.769
H 2.726 4.854 4.017
C 2.811 5.182 8.857
C 2.367 6.067 9.759
C 3.277 7.075 10.416
O 2.768 7.844 11.212
C 4.685 7.069 10.070
C 5.131 6.183 9.169
C 4.215 5.188 8.497
O 4.724 4.441 7.681
O 6.395 6.095 8.785
O 1.104 6.142 10.156
H 2.163 4.457 8.382
H 5.332 7.785 10.555
H 6.426 5.375 8.124
H 1.068 6.871 10.806
*
```

=====

Record 6
An isolated ion of composition C3H4NO3 and charge -1 in a non-equilibrium geometry. Source: the OMol25 dataset; level of theory: ωB97M-V/def2-TZVPD.

Results
E_tot ... -397.215741 hartree
SMILES ... C=N[C@@H](O)C(=O)[O-]
ΔE to the lowest compared entry with this formula, charge and spin ... 55.3 kcal/mol
Orbital gap ... 8.46 eV

The geometry in ORCA input format:
```
! wB97M-V def2-TZVPD RIJCOSX def2/J DEFGRID3
* xyz -1 1
C -1.584 -0.768 0.521
N -0.673 -0.902 -0.343
C 0.187 0.044 -0.770
O -0.282 1.634 -0.475
C 1.594 -0.097 0.102
O 1.719 0.776 0.954
O 2.290 -1.041 -0.227
H -2.099 -1.661 0.852
H -1.887 0.184 0.962
H 0.406 0.016 -1.829
H 0.330 1.816 0.254
*
```

=====

Record 7
The molecule C10H10N2 in a non-equilibrium geometry. Source: the OMol25 dataset; level of theory: ωB97M-V/def2-TZVPD.

Results
E_tot ... -496.556515 hartree
SMILES ... Cc1ccc2cccnc2c1N
ΔE to the lowest compared entry with this formula, charge and spin ... 25.5 kcal/mol
Orbital gap ... 7.62 eV

The geometry in ORCA input format:
```
! wB97M-V def2-TZVPD RIJCOSX def2/J DEFGRID3
* xyz 0 1
C -0.806 1.363 -2.749
C -0.764 0.768 -1.421
C -1.921 0.442 -0.684
C -1.857 -0.192 0.525
C -0.629 -0.519 1.140
C -0.451 -1.200 2.385
C 0.837 -1.381 2.852
C 1.921 -0.920 2.100
N 1.825 -0.492 0.852
C 0.576 -0.194 0.481
C 0.479 0.422 -0.832
N 1.672 0.596 -1.349
H 0.242 1.285 -3.024
H -1.486 0.824 -3.525
H -1.060 2.447 -2.761
H -2.912 0.754 -1.112
H -2.753 -0.484 1.100
H -1.263 -1.776 2.879
H 1.164 -2.045 3.622
H 2.875 -1.018 2.561
H 1.890 1.131 -2.207
H 2.422 0.188 -0.831
*
```

=====

Record 8
An isolated ion of composition C5H14N3 and charge +1 in a non-equilibrium geometry. Source: the OMol25 dataset; level of theory: ωB97M-V/def2-TZVPD.

Results
E_tot ... -362.886827 hartree
SMILES ... C[C@@H]([NH3+])CC/N=C\N
ΔE to the lowest compared entry with this formula, charge and spin ... 57.9 kcal/mol
Orbital gap ... 10.00 eV

The geometry in ORCA input format:
```
! wB97M-V def2-TZVPD RIJCOSX def2/J DEFGRID3
* xyz 1 1
C 1.235 2.600 0.833
C 0.225 1.490 0.697
N -0.254 1.469 -0.732
C 0.721 -0.003 0.991
C -0.188 -1.101 0.666
N -0.632 -0.984 -0.775
C -0.864 -1.968 -1.564
N -1.010 -3.282 -1.324
H 1.048 3.372 0.121
H 2.231 2.364 0.875
H 1.062 3.107 1.878
H -0.742 1.381 1.285
H 0.469 1.079 -1.365
H -1.066 0.879 -0.748
H -0.618 2.497 -0.982
H 1.734 -0.179 0.563
H 0.918 -0.048 2.087
H -1.110 -1.177 1.347
H 0.103 -2.138 1.067
H -0.994 -1.608 -2.633
H -0.850 -3.679 -0.408
H -1.419 -4.072 -1.881
*
```